1.
C34H30Cl5N4O2PRu | the ωB97M-V functional and the def2-TZVPD basis

Summary:
M: 835.9 g mol⁻¹
multiplicity: 2
Kohn-Sham gap (spin up / spin down): 7.6 / 6.6 eV
relative energy (zero: lowest compared OMol25 entry of this formula, charge and spin): 145.1 kJ/mol
highest occupied orbital energy (spin up / spin down): -0.365 / -0.365 Eh
total charge: +1
F_max: 0.0252 hartree/bohr

Cartesian coordinates (Å):
Ru  0.75  0.30  -1.19
N  -0.29  -1.48  -0.82
C  -1.62  -1.47  -1.46
C  -2.61  -2.46  -0.84
C  -2.76  -2.47  0.69
C  -3.21  -1.17  1.38
N  -4.30  -0.48  0.69
C  -5.48  -1.00  0.41
N  -6.11  -0.58  -0.69
N  -6.03  -1.93  1.21
C  -2.16  -0.02  -1.50
O  -3.33  0.15  -1.84
O  -1.34  0.88  -1.16
H  0.25  -2.27  -1.16
H  -0.39  -1.59  0.19
H  -1.47  -1.76  -2.50
H  -2.33  -3.47  -1.14
H  -3.57  -2.26  -1.31
H  -1.83  -2.79  1.18
H  -3.48  -3.26  0.93
H  -2.40  -0.45  1.44
H  -3.50  -1.38  2.41
H  -3.99  0.18  -0.03
H  -5.55  -0.15  -1.41
H  -7.05  -0.88  -0.90
H  -5.67  -2.06  2.13
H  -6.93  -2.31  1.00
C  -0.74  -0.94  5.10
C  -0.26  -1.81  4.13
C  0.28  -1.30  2.97
C  0.35  0.08  2.76
C  -0.11  0.94  3.75
C  -0.66  0.43  4.91
P  1.12  0.66  1.22
C  0.86  2.46  1.09
C  1.94  3.28  0.77
C  1.72  4.63  0.50
C  0.44  5.15  0.54
C  -0.63  4.33  0.85
C  -0.43  2.99  1.12
C  2.88  0.38  1.36
C  3.56  0.49  2.55
C  4.95  0.34  2.58
C  5.62  0.10  1.41
C  4.94  -0.02  0.17
C  5.65  -0.26  -1.02
C  4.98  -0.38  -2.20
C  3.57  -0.29  -2.23
C  2.79  -0.05  -1.11
C  3.52  0.10  0.13
H  -1.16  -1.33  6.02
H  -0.30  -2.88  4.30
H  0.71  -1.98  2.24
H  -0.04  2.02  3.60
H  -1.02  1.11  5.68
H  2.94  2.88  0.74
H  2.56  5.26  0.25
H  0.28  6.20  0.33
H  -1.64  4.74  0.88
H  -1.28  2.35  1.33
H  3.02  0.70  3.47
H  5.49  0.42  3.51
H  6.70  -0.01  1.41
H  6.73  -0.34  -0.98
H  5.51  -0.56  -3.12
H  3.10  -0.41  -3.19
Cl  0.70  2.32  -2.96
C  0.69  0.86  -3.92
C  0.82  -0.28  -3.16
C  0.92  -1.46  -3.88
Cl  1.18  -2.98  -3.05
C  0.86  -1.49  -5.28
Cl  0.95  -2.98  -6.13
C  0.69  -0.30  -5.99
Cl  0.58  -0.32  -7.70
C  0.62  0.91  -5.30
Cl  0.46  2.40  -6.13

Atomic partial charges in e from the Mulliken method, atoms 1 to 4: atom 1 (Ru): -0.53, atom 2 (N): -0.17, atom 3 (C): 0.96, atom 4 (C): -1.31

=====

2.
C34H30CoFN6O6S5 | the ωB97M-V functional and the def2-TZVPD basis

Summary:
M: 856.9 g mol⁻¹
multiplicity: 2
Kohn-Sham gap (spin up / spin down): 3.2 / 3.2 eV
relative energy (zero: lowest compared OMol25 entry of this formula, charge and spin): 112.9 kJ/mol
highest occupied orbital energy (spin up / spin down): -0.098 / -0.097 Eh
total charge: -1
F_max: 0.0362 hartree/bohr

Cartesian coordinates (Å):
Co  0.59  -0.73  0.56
C  -2.07  6.02  -0.90
C  -0.88  6.13  0.05
C  0.12  7.14  -0.48
C  1.28  7.29  0.50
C  1.91  5.94  0.70
C  3.25  5.82  1.00
C  3.83  4.57  1.14
F  5.16  4.51  1.41
C  3.11  3.42  1.00
C  1.74  3.51  0.70
C  0.97  2.26  0.59
O  1.56  1.18  0.66
C  -0.44  2.44  0.41
C  -0.94  3.69  0.24
N  -0.21  4.83  0.24
C  1.14  4.77  0.54
C  -1.49  1.31  0.45
O  -2.66  1.68  0.37
O  -1.11  0.11  0.57
H  -2.35  7.02  -1.24
H  -2.95  5.58  -0.42
H  -1.81  5.42  -1.77
H  -1.24  6.47  1.03
H  -0.38  8.10  -0.62
H  0.50  6.81  -1.44
H  0.92  7.69  1.45
H  2.03  7.99  0.11
H  3.86  6.70  1.15
H  3.55  2.44  1.12
H  -2.00  3.76  0.10
O  1.00  -5.52  5.55
C  0.81  -4.71  4.68
S  0.50  -5.11  2.99
C  0.37  -3.46  2.36
C  0.51  -2.46  3.27
S  0.50  -0.77  2.95
S  0.79  -2.96  4.94
S  0.04  -3.29  0.69
O  6.66  -1.26  -2.64
N  5.68  -1.22  -3.36
O  5.79  -1.16  -4.58
C  4.37  -1.24  -2.80
C  3.33  -1.18  -3.70
C  1.99  -1.15  -3.29
C  0.86  -1.14  -4.15
C  -0.39  -1.03  -3.62
C  -0.55  -0.89  -2.23
N  0.47  -0.94  -1.41
C  1.71  -1.10  -1.91
C  2.76  -1.26  -0.96
N  2.36  -1.32  0.33
C  3.27  -1.46  1.27
C  4.63  -1.54  0.97
C  5.06  -1.46  -0.34
C  4.11  -1.32  -1.37
H  3.57  -1.16  -4.75
H  1.01  -1.26  -5.22
H  -1.27  -1.04  -4.25
H  -1.53  -0.77  -1.78
H  2.92  -1.51  2.29
H  5.34  -1.65  1.77
H  6.11  -1.49  -0.57
C  -4.34  -6.15  0.08
N  -3.88  -4.87  -0.43
C  -2.99  -4.98  -1.57
C  -3.86  -3.73  0.33
S  -2.88  -2.45  0.00
N  -4.74  -3.73  1.41
C  -4.48  -2.72  2.44
C  -6.16  -3.86  1.12
H  -3.49  -6.82  0.24
H  -5.02  -6.62  -0.63
H  -4.85  -6.02  1.03
H  -3.35  -5.78  -2.22
H  -1.96  -5.19  -1.26
H  -2.98  -4.04  -2.11
H  -3.49  -2.90  2.86
H  -5.22  -2.83  3.23
H  -4.51  -1.71  2.04
H  -6.31  -4.42  0.20
H  -6.63  -2.88  1.00
H  -6.66  -4.39  1.93

Atomic partial charges in e from the Mulliken method, atoms 1 to 4: atom 1 (Co): -0.39, atom 2 (C): -1.73, atom 3 (C): 0.56, atom 4 (C): -1.01

=====

3.
C34H30CrN6S5 | the ωB97M-V functional and the def2-TZVPD basis

Summary:
M: 735.0 g mol⁻¹
multiplicity: 5
Kohn-Sham gap (spin up / spin down): 4.4 / 6.3 eV
relative energy (zero: lowest compared OMol25 entry of this formula, charge and spin): 115.5 kJ/mol
highest occupied orbital energy (spin up / spin down): -0.178 / -0.258 Eh
F_max: 0.0286 hartree/bohr

Cartesian coordinates (Å):
Cr  -0.91  1.65  0.02
S  0.91  3.05  -0.34
C  0.23  3.99  -1.65
C  0.66  5.30  -1.87
C  0.15  6.06  -2.91
C  -0.81  5.52  -3.77
C  -1.24  4.22  -3.58
C  -0.73  3.47  -2.53
S  -1.19  1.76  -2.36
C  -3.03  1.74  -2.17
C  -3.42  0.73  -1.14
C  -4.56  -0.04  -1.27
C  -4.91  -0.93  -0.26
C  -4.10  -1.02  0.86
C  -2.96  -0.25  0.92
C  -2.00  -0.35  2.08
S  -1.16  1.25  2.40
C  -2.63  2.19  2.77
C  -3.29  1.92  3.97
C  -4.46  2.58  4.29
C  -4.95  3.54  3.41
C  -4.29  3.83  2.24
C  -3.11  3.16  1.89
S  -2.28  3.58  0.42
N  -2.62  0.61  -0.05
H  1.39  5.72  -1.19
H  0.48  7.08  -3.04
H  -1.20  6.12  -4.58
H  -1.97  3.79  -4.25
H  -3.47  1.49  -3.14
H  -3.31  2.75  -1.87
H  -5.18  0.06  -2.15
H  -5.79  -1.55  -0.35
H  -4.34  -1.70  1.67
H  -1.20  -1.06  1.87
H  -2.52  -0.65  2.99
H  -2.87  1.18  4.64
H  -4.97  2.34  5.21
H  -5.87  4.06  3.66
H  -4.67  4.58  1.56
S  2.83  0.91  -2.42
C  4.14  1.15  -1.44
N  4.31  0.64  -0.20
C  5.61  0.93  0.37
C  6.20  1.94  -0.64
N  5.26  1.84  -1.75
H  3.66  -0.03  0.17
H  6.23  0.03  0.43
H  5.52  1.35  1.37
H  7.20  1.66  -0.96
H  6.23  2.95  -0.23
H  5.28  2.48  -2.53
N  1.15  -5.08  -0.47
C  1.79  -6.23  -0.07
C  1.71  -7.54  -0.52
C  2.53  -8.47  0.11
C  3.38  -8.09  1.16
C  3.45  -6.78  1.60
C  2.65  -5.82  0.97
N  2.53  -4.47  1.19
C  1.63  -4.04  0.31
C  1.17  -2.70  0.15
C  1.65  -1.62  0.94
C  1.14  -0.37  0.78
N  0.14  -0.05  -0.11
C  -0.27  -1.07  -0.92
C  0.20  -2.35  -0.83
H  0.47  -5.02  -1.20
H  1.04  -7.82  -1.32
H  2.51  -9.50  -0.21
H  3.99  -8.84  1.62
H  4.11  -6.49  2.41
H  2.44  -1.80  1.66
H  1.49  0.46  1.38
H  -1.00  -0.83  -1.68
H  -0.19  -3.07  -1.54

Atomic partial charges in e from the Mulliken method, atoms 1 to 4: atom 1 (Cr): 0.16, atom 2 (S): -0.31, atom 3 (C): 0.78, atom 4 (C): -0.83

=====

- Number 2 is which compound?
  C34H30CoFN6O6S5

=====

- What is the multiplicity in the third record?
  5

=====

- What is the formula in the third record?
  C34H30CrN6S5